{"formula": "C21H16N4O3Sc", "method": "ωB97M-V/def2-TZVPD", "e_lumo_ev": -4.400, "total_charge": 1, "total_energy_ev": -54836.2144, "largest_force_ev_per_a": 0.87, "species": ["Sc", "C", "O", "C", "C", "C", "C", "C", "C", "N", "N", "C", "O", "C", "C", "C", "C", "C", "C", "C", "O", "H", "H", "H", "H", "H", "H", "H", "H", "H", "H", "H", "H", "N", "C", "C", "C", "C", "N", "C", "C", "H", "H", "H", "H"], "positions_angstrom": [[0.20, 0.58, 0.12], [-2.51, 4.24, -0.17], [-3.60, 3.32, -0.10], [-3.58, 2.23, -0.90], [-4.76, 1.91, -1.57], [-4.86, 0.80, -2.39], [-3.76, -0.02, -2.57], [-2.57, 0.25, -1.88], [-1.45, -0.64, -2.14], [-0.33, -0.62, -1.51], [0.69, -1.48, -1.99], [1.80, -1.20, -1.39], [1.89, -0.23, -0.47], [3.02, -1.96, -1.69], [2.96, -3.09, -2.50], [4.12, -3.80, -2.78], [5.33, -3.39, -2.25], [5.40, -2.26, -1.45], [4.24, -1.54, -1.16], [-2.48, 1.37, -1.03], [-1.34, 1.58, -0.34], [-2.89, 5.19, 0.20], [-1.67, 3.91, 0.45], [-2.17, 4.36, -1.20], [-5.60, 2.57, -1.44], [-5.78, 0.59, -2.91], [-3.81, -0.88, -3.23], [-1.54, -1.35, -2.96], [2.01, -3.41, -2.91], [4.07, -4.68, -3.41], [6.23, -3.95, -2.47], [6.35, -1.93, -1.04], [4.29, -0.66, -0.54], [0.17, -0.03, 7.70], [0.18, 0.10, 6.56], [0.18, 0.26, 5.13], [-1.02, 0.42, 4.44], [-0.98, 0.56, 3.07], [0.17, 0.54, 2.38], [1.33, 0.41, 3.05], [1.38, 0.26, 4.42], [-1.97, 0.43, 4.97], [-1.89, 0.69, 2.49], [2.24, 0.40, 2.46], [2.33, 0.14, 4.93]], "nbo_charge": [2.06, -0.24, -0.50, 0.23, -0.18, -0.22, -0.14, -0.22, 0.22, -0.49, -0.37, 0.56, -0.87, -0.09, -0.17, -0.21, -0.17, -0.22, -0.18, 0.34, -0.87, 0.21, 0.17, 0.18, 0.24, 0.23, 0.22, 0.22, 0.23, 0.23, 0.22, 0.22, 0.22, -0.18, 0.22, -0.06, -0.18, 0.07, -0.60, 0.07, -0.19, 0.26, 0.23, 0.23, 0.26]}